Entry from OMol25: 12 unconnected molecules or ions with the total composition C6H35NO11 (wB97M-V/def2-TZVPD).

Its charge is 0. The calculation puts the total energy at -30800.1476 eV. The calculation puts the relative energy (zero: lowest compared OMol25 entry of this formula, charge and spin) at 104.9 kcal per mole. The LUMO energy comes out at 0.06 eV. Its SMILES is C=C(C)C[C@H](C)N.O.O.O.O.O.O.O.O.O.O.O. The calculation puts the orbital gap at 0.3326 Ha.

```
53
C6H35NO11 wB97M-V/def2-TZVPD
C 0.671 2.899 -2.208
C 1.224 1.768 -1.788
C 2.285 0.976 -2.469
C 0.657 1.068 -0.592
C 0.686 -0.472 -0.403
C -0.040 -1.101 -1.608
N 0.072 -0.723 0.907
H -0.133 3.486 -1.745
H 1.226 3.597 -2.828
H 2.413 1.258 -3.580
H 1.901 -0.071 -2.473
H 3.349 1.110 -2.277
H -0.444 1.138 -0.449
H 1.090 1.664 0.300
H 1.647 -0.992 -0.394
H -1.150 -1.314 -1.364
H -0.237 -0.428 -2.434
H 0.440 -2.000 -2.009
H 0.407 -1.641 1.355
H -0.937 -0.806 0.861
O -0.755 -3.581 -0.259
H -1.461 -3.431 -0.893
H -0.821 -2.968 0.470
O -4.259 0.638 -1.519
H -3.921 0.717 -0.619
H -3.907 1.386 -2.062
O 3.312 3.297 -0.703
H 3.350 3.383 -1.660
H 3.096 2.367 -0.601
O 2.669 -2.166 4.004
H 2.247 -2.046 3.145
H 2.191 -1.574 4.595
O 1.984 1.650 2.228
H 1.330 0.929 2.107
H 1.739 1.994 3.098
O -0.388 0.573 3.826
H 0.088 -0.208 4.141
H -0.653 0.180 2.954
O -0.098 -3.551 2.072
H -0.894 -4.079 2.148
H 0.683 -3.957 2.452
O 3.657 -0.501 1.098
H 4.439 -1.060 1.089
H 3.765 0.194 1.782
O -3.450 -1.705 -2.135
H -3.700 -2.229 -2.906
H -3.819 -0.813 -2.336
O -3.707 -0.420 2.567
H -4.225 0.312 2.220
H -4.361 -1.122 2.669
O -3.423 2.897 -2.612
H -2.863 3.047 -1.842
H -2.975 2.429 -3.320
```